(1)
Density functional theory data (the ωB97M-V functional and the def2-TZVPD basis) for an isolated ion of composition C6H12NO and charge +1 in a non-equilibrium geometry.

**Energy above the lowest of the compared OMol25 structures with the same formula, charge and spin**: 147.3 kcal/mol
**Lowest unoccupied orbital energy (alpha / beta)**: -5.44 / -5.43 eV
**Net charge**: +1
**Max |F|**: 4.38 eV/A
**Gap between HOMO and LUMO (alpha / beta)**: 5.62 / 5.63 eV

Structure (XYZ):
```
20
Properties=species:S:1:pos:R:3:forces:R:3
C 0.2954 -0.7338 0.8421 -0.60 1.64 1.05
C -1.3861 -2.0618 -0.3598 -1.30 1.70 -0.28
C 0.1996 0.9011 0.5954 0.14 -1.37 0.93
C 0.2361 1.5700 -0.6252 -1.94 0.88 -2.80
C -0.0471 1.6810 1.8645 -0.09 -1.59 0.55
C 0.0201 0.9184 -1.9756 0.55 -0.89 2.63
N -0.1646 -1.5834 -0.1878 -1.35 -2.45 -3.36
O 1.5417 1.2896 0.0633 3.10 -0.98 -1.12
H 1.2678 -1.0751 1.2531 -0.64 0.29 -0.34
H -0.4797 -0.7561 1.5842 -0.08 -0.65 0.85
H -1.7499 -2.6281 -1.3023 1.42 0.79 1.68
H -2.2997 -1.6557 0.2592 2.28 -1.00 -0.63
H 0.1761 2.6982 1.6331 0.03 0.65 0.04
H 0.7238 1.2674 2.5272 -0.40 0.41 0.60
H -1.0724 1.5906 2.3087 0.92 -0.11 -0.53
H 0.2104 -0.2059 -1.7724 0.29 1.30 -1.22
H 0.7295 1.3816 -2.6577 -0.48 -0.36 -0.50
H -1.0570 0.9841 -2.1981 0.58 0.28 -0.39
H 2.1061 0.4982 -0.3268 -1.46 1.37 0.91
H 0.4851 -1.7860 -1.0254 -0.98 0.10 1.95
```
Positions in Å, forces in eV/Å.

=====

(2)
Density functional theory data (the ωB97M-V functional and the def2-TZVPD basis) for a single C4H5NO molecule.

**Energy above the lowest of the compared OMol25 structures with the same formula, charge and spin**: 19.0 kcal/mol
**Lowest unoccupied orbital energy**: 0.87 eV
**SMILES**: [H]/N=C1/C=CCO1
**Net charge**: 0
**Max |F|**: 0.51 eV/A
**Gap between HOMO and LUMO**: 10.43 eV

Structure (XYZ):
```
11
Properties=species:S:1:pos:R:3:forces:R:3
H 2.6751 -0.9262 0.0895 0.06 0.10 -0.05
N 2.3242 0.0200 -0.0675 -0.28 -0.11 -0.12
C 1.0645 -0.0140 -0.1533 0.29 0.17 -0.03
C 0.1373 1.1254 -0.3146 -0.11 -0.05 -0.06
C -1.1008 0.6869 -0.1049 0.19 -0.01 0.03
C -1.0227 -0.7736 0.2654 -0.16 0.00 0.00
O 0.3084 -1.1540 -0.0750 0.13 -0.02 0.08
H 0.4738 2.1238 -0.5595 -0.05 -0.14 0.03
H -2.0215 1.2560 -0.1895 0.17 -0.13 0.20
H -1.7544 -1.4109 -0.2401 0.24 0.04 -0.01
H -1.0839 -0.9334 1.3495 -0.48 0.15 -0.08
```
Positions in Å, forces in eV/Å.

=====

(3)
Density functional theory data (the ωB97M-V functional and the def2-TZVPD basis) for ClH40NaO20 as an isolated structure in a non-equilibrium geometry.

**Energy above the lowest of the compared OMol25 structures with the same formula, charge and spin**: 19.6 kcal/mol
**Lowest unoccupied orbital energy**: -1.40 eV
**Net charge**: 0
**Max |F|**: 1.87 eV/A
**Gap between HOMO and LUMO**: 5.92 eV

Structure (XYZ):
```
62
Properties=species:S:1:pos:R:3:forces:R:3
Na 3.9601 -7.4755 18.2035 -0.14 -0.37 -0.41
Cl 2.1295 -10.5273 15.0360 0.17 -0.01 0.52
O 2.3883 -3.7640 14.9235 -0.30 -0.20 -0.35
H 2.6143 -3.2729 15.7134 0.03 0.28 0.11
H 3.2128 -4.1622 14.6443 0.33 -0.08 -0.28
O 8.5209 -9.1561 18.2204 -0.34 0.15 0.07
H 9.0227 -9.3081 19.0212 0.21 -0.28 0.25
H 8.8723 -8.3382 17.8686 0.18 0.14 -0.30
O -0.2180 -9.3761 17.1268 -0.48 0.44 0.00
H 0.3970 -9.8331 16.5530 0.43 -0.33 -0.67
H 0.1192 -9.5280 18.0096 -0.12 -0.05 0.41
O 5.2459 -8.7649 16.5428 0.19 1.76 0.61
H 5.9231 -8.4307 15.9547 -0.04 0.10 -0.30
H 5.2945 -9.7163 16.4488 -0.19 -0.96 -0.12
O 5.3357 -11.3437 16.1361 0.39 -0.34 0.33
H 6.1710 -11.7766 15.9601 0.25 -0.14 0.00
H 4.8274 -11.4681 15.3346 -0.86 0.12 -0.41
O 5.0433 -3.2048 19.6278 -0.10 0.12 0.02
H 5.8566 -3.5068 20.0325 0.44 0.06 0.16
H 4.6476 -2.6309 20.2838 -0.22 0.13 0.20
O 5.3715 -5.3198 17.9800 -1.10 -0.99 -0.53
H 6.3273 -5.3639 18.0067 0.20 0.06 -0.11
H 5.1374 -4.7448 18.7086 -0.33 0.38 -0.02
O 7.1512 -12.0156 19.3492 0.31 -0.08 0.36
H 7.4262 -11.9245 18.4368 0.01 0.06 -0.23
H 6.4324 -11.3910 19.4466 -0.33 0.09 -0.14
O 0.6130 -9.7092 19.8418 -0.31 0.21 0.44
H 0.4426 -10.5257 20.3114 -0.20 -0.16 0.11
H 1.4800 -9.8311 19.4550 0.81 0.02 -0.51
O 3.0102 -9.7998 18.0859 -0.10 1.25 1.09
H 3.5608 -10.5090 18.4177 0.23 -0.40 0.23
H 2.7504 -10.0870 17.2106 -0.42 -0.13 -1.45
O 4.2564 -7.9867 13.0539 0.64 -0.11 -0.07
H 3.5297 -7.6134 13.5528 -0.73 -0.11 0.25
H 4.5890 -7.2567 12.5318 0.02 0.17 -0.19
O 2.2913 -5.8705 17.1253 0.41 -0.38 0.66
H 2.6397 -4.9883 16.9963 0.22 0.35 -0.29
H 1.3480 -5.7778 16.9918 -0.36 -0.24 -0.31
O 5.5024 -3.8132 14.4686 -0.15 -0.08 -0.15
H 6.0896 -4.4317 14.9033 0.06 -0.26 0.14
H 5.8387 -2.9509 14.7128 0.00 0.27 0.01
O 3.8208 -8.6903 22.6210 0.13 -0.29 0.12
H 4.5914 -8.1400 22.7606 0.13 0.16 0.09
H 3.3665 -8.2843 21.8827 -0.31 0.18 -0.28
O 2.4309 -2.8079 17.3979 0.14 0.04 0.53
H 1.5250 -2.8341 17.7061 -0.40 -0.04 -0.04
H 2.7650 -1.9656 17.7063 0.24 0.23 0.05
O 7.7818 -5.0553 18.6980 0.64 0.07 0.26
H 7.9643 -5.7298 19.3522 0.03 -0.20 0.36
H 8.6341 -4.8632 18.3071 0.29 0.22 -0.20
O 3.6424 -12.1345 19.1215 0.35 -0.27 0.28
H 2.8677 -12.5390 18.7310 -0.25 -0.12 -0.37
H 3.6040 -12.3842 20.0447 0.08 -0.07 0.30
O 2.1214 -6.2759 20.2081 0.47 -0.22 0.30
H 1.2095 -6.2664 19.9172 -0.29 -0.24 -0.14
H 2.4857 -5.4528 19.8826 0.06 0.26 -0.17
O 1.5032 -7.2085 14.6046 0.08 0.61 -0.46
H 1.2902 -8.0989 14.8838 0.04 -0.79 0.03
H 2.1264 -6.8942 15.2596 0.07 0.11 0.33
O 5.9170 -8.0662 19.7803 -0.33 0.46 0.21
H 6.6668 -7.7750 19.2615 0.17 -0.28 -0.46
H 6.2959 -8.6314 20.4535 -0.06 -0.30 0.17
```
Positions in Å, forces in eV/Å.

=====

(4)
Density functional theory data (the ωB97M-V functional and the def2-TZVPD basis) for C13H28AgFO5 as an isolated structure in a non-equilibrium geometry.

**Energy above the lowest of the compared OMol25 structures with the same formula, charge and spin**: 20.9 kcal/mol
**Lowest unoccupied orbital energy (alpha / beta)**: 2.93 / 2.63 eV
**2S+1**: 2
**Net charge**: -1
**Max |F|**: 1.90 eV/A
**Gap between HOMO and LUMO (alpha / beta)**: 6.69 / 6.13 eV
**<S²>**: 0.760

Structure (XYZ):
```
48
Properties=species:S:1:pos:R:3:forces:R:3
Ag -0.0032 0.6161 0.9290 -0.93 0.12 0.64
C -3.4470 1.9727 -0.0148 -1.07 0.39 0.24
C -3.3390 1.1656 1.2622 1.53 -1.03 -0.45
O -2.0777 1.1519 1.8371 0.21 0.22 0.15
H -3.1209 3.0042 0.1281 0.15 -0.06 -0.01
H -4.5296 1.9881 -0.2177 0.13 0.17 -0.42
H -2.9280 1.5270 -0.8600 0.23 -0.07 0.11
H -3.6191 0.1255 1.0006 -0.38 0.03 0.14
H -4.0450 1.5033 2.0318 -0.05 0.19 0.02
C -0.1328 -1.2429 -3.1726 -0.11 0.24 -0.62
C -0.7112 0.0473 -2.5879 -0.26 0.24 0.52
O -0.1632 0.3593 -1.3824 0.34 0.00 -0.05
H -0.3348 -2.0794 -2.5011 0.26 -0.11 -0.10
H 0.9367 -1.0914 -3.3425 0.09 -0.21 0.44
H -0.5271 -1.4560 -4.1778 -0.29 -0.11 0.16
H -1.8211 -0.0254 -2.5311 -0.14 -0.34 -0.09
H -0.5787 0.8180 -3.3831 0.23 0.22 0.11
F 0.7253 0.9241 3.0435 0.00 -0.09 -0.66
C 0.9327 5.0126 -0.2054 -0.70 0.24 -0.06
C 1.1530 3.6406 0.3448 0.41 -0.99 0.80
O 0.2754 2.8254 0.4742 -0.42 1.32 -0.76
C 2.5067 3.3522 0.9160 1.22 0.17 -0.39
H 1.1821 5.7203 0.5873 0.12 0.15 -0.14
H -0.1254 5.1245 -0.4446 0.08 0.01 -0.08
H 1.5308 5.2207 -1.0910 0.16 -0.03 0.05
H 2.6201 2.3684 1.3664 -0.60 0.07 0.31
H 2.7448 4.1645 1.6087 0.04 -0.22 0.23
H 3.3053 3.3916 0.1605 -0.28 0.25 -0.19
C -2.4691 -2.3975 -0.2958 0.88 -0.09 -0.26
C -1.3384 -2.5417 0.6930 -1.55 0.00 0.44
O -0.6818 -1.6047 1.0421 0.61 -0.67 0.26
C -1.1699 -3.9088 1.2972 0.55 -1.05 -0.50
H -1.9825 -2.5610 -1.2662 -0.35 -0.01 -0.08
H -2.8445 -1.3783 -0.2869 -0.13 -0.07 0.03
H -3.2085 -3.1754 -0.1262 -0.27 0.13 -0.10
H -1.3099 -4.6918 0.5395 0.25 0.21 -0.20
H -1.9265 -4.2088 2.0245 0.00 0.67 0.28
H -0.1647 -4.0015 1.7078 -0.15 -0.02 0.23
C 2.2535 -2.3631 -0.4529 -0.44 -0.54 0.65
C 2.7651 -1.4261 0.5997 0.33 0.38 -0.22
O 2.2711 -0.3430 0.7422 0.12 0.61 0.36
C 4.0008 -1.8341 1.3715 0.40 -0.51 0.11
H 1.3102 -1.9926 -0.8479 0.24 0.35 -0.25
H 2.0302 -3.3269 0.0215 0.32 -0.12 -0.21
H 3.0322 -2.4760 -1.2068 -0.15 -0.18 -0.17
H 3.8575 -2.8226 1.8165 -0.01 -0.01 -0.05
H 4.3124 -1.1526 2.1588 -0.46 0.27 -0.05
H 4.8536 -1.9224 0.6902 -0.13 -0.09 -0.15
```
Positions in Å, forces in eV/Å.

=====

(5)
Density functional theory data (the ωB97M-V functional and the def2-TZVPD basis) for a 10-piece molecular cluster, C30H84N3O25PS6 overall in a non-equilibrium geometry.

**Lowest unoccupied orbital energy (alpha / beta)**: 1.87 / 1.88 eV
**2S+1**: 2
**Net charge**: -1
**Max |F|**: 3.88 eV/A
**Gap between HOMO and LUMO (alpha / beta)**: 2.84 / 8.23 eV
**<S²>**: 0.751

Structure (XYZ):
```
149
Properties=species:S:1:pos:R:3:forces:R:3
C 3.8949 0.4998 1.3715 1.32 0.66 -0.76
C 4.1162 1.9482 0.8438 -0.93 -0.62 -1.64
C 5.3300 2.0701 -0.0955 0.00 -1.56 0.43
O 5.5232 3.3437 -0.5927 -0.12 1.10 -0.04
C 6.4635 3.5078 -1.6306 -0.13 -0.33 -0.93
N 2.8566 2.3194 0.0379 1.80 0.82 0.85
H 2.4522 1.6733 -0.6247 0.12 -1.80 -1.29
H 2.0536 2.1971 0.6381 -1.45 0.36 1.80
H 2.8732 3.2404 -0.3762 0.09 0.55 0.20
H 2.8823 0.3907 1.7599 0.22 -0.01 0.26
H 4.7261 0.2492 2.0306 -0.46 0.24 0.80
H 4.0897 -0.2377 0.5929 -0.54 0.17 -0.55
H 4.1886 2.6540 1.6713 -0.11 0.07 -0.12
H 5.2456 1.3369 -0.8976 -0.54 -0.08 -0.48
H 6.1871 1.6627 0.4407 0.48 0.39 0.45
H 7.4642 3.1281 -1.4242 0.18 0.36 0.64
H 6.4495 4.5380 -1.9865 0.24 0.18 0.76
H 6.2190 2.9911 -2.5586 -0.68 -0.64 0.00
C -2.8617 -1.7030 3.6050 0.27 0.85 -0.54
C -3.0254 -0.4599 2.7267 -0.43 -0.27 -0.91
C -2.2247 0.7555 3.1666 1.05 0.45 0.05
O -2.7808 1.3864 4.2930 -0.18 -0.45 0.38
C -2.0649 2.5396 4.7010 -0.73 -0.12 -0.45
N -2.6775 -0.7908 1.2911 -0.19 1.02 2.16
H -3.1571 -1.6069 0.9389 -0.98 -0.79 -0.35
H -2.7567 0.0419 0.7251 0.00 0.52 -0.86
H -1.6806 -0.9431 1.2347 2.14 -0.56 -0.45
H -3.1818 -1.3837 4.5968 -0.26 -0.62 0.08
H -1.8329 -2.0584 3.6625 0.25 0.38 0.01
H -3.3961 -2.5192 3.1188 -0.57 -0.08 0.54
H -4.0803 -0.2023 2.6319 -0.18 0.08 0.55
H -2.0536 1.5223 2.4110 -0.35 -0.18 -0.70
H -1.2019 0.4557 3.3949 0.30 -0.34 0.10
H -2.5352 2.7864 5.6529 0.51 0.34 -0.01
H -2.1994 3.3368 3.9699 -0.37 0.30 -0.02
H -0.9790 2.4477 4.7256 0.15 -0.65 0.49
C 2.9504 -2.8661 1.1545 0.06 0.39 -0.05
C 2.9891 -2.7788 -0.3979 -0.90 -0.48 1.55
C 3.2572 -4.1911 -0.9364 0.19 0.29 -0.25
O 3.6308 -4.0083 -2.2969 0.32 -1.60 0.13
C 4.0152 -5.2215 -2.9772 -0.55 0.61 -0.70
N 1.6544 -2.2137 -0.9265 1.56 -1.83 0.13
H 1.3234 -1.3216 -0.5879 0.52 1.99 0.44
H 1.7091 -2.1914 -1.9348 -0.47 -0.11 -0.44
H 0.8620 -2.7411 -0.5890 -0.24 -1.05 -0.29
H 2.2966 -3.6725 1.4870 -0.35 0.10 -0.16
H 2.6735 -1.9355 1.6499 -0.35 -0.04 -0.49
H 3.8949 -3.1030 1.6443 0.43 -0.09 -0.63
H 3.7563 -2.0953 -0.7618 -0.02 -0.10 0.04
H 2.4745 -4.9273 -0.7534 -1.05 0.53 -0.70
H 3.9928 -4.7362 -0.3449 1.12 0.74 0.06
H 5.0049 -5.6373 -2.7884 0.31 0.54 0.62
H 3.9910 -4.9455 -4.0314 0.01 -0.12 -0.01
H 3.3288 -6.0580 -2.8456 -0.44 0.21 0.27
P 0.1360 0.5519 0.3454 -1.06 -0.43 0.90
O 0.7273 1.3992 1.5688 -0.43 -0.92 -1.78
O -0.0419 -0.9753 0.7575 -0.08 0.75 0.57
O 1.1173 0.5082 -0.8458 0.79 0.56 -0.20
O -1.2682 1.0483 -0.1504 0.93 0.27 0.69
O 3.9404 -1.8037 4.3712 -1.03 1.63 0.95
S 2.8585 -0.9967 4.9328 -0.54 0.46 -0.80
O 2.5064 -1.1011 6.3417 0.36 0.03 -1.56
O 3.2168 0.6287 4.6561 0.85 -2.34 -0.31
C 2.2144 1.6078 4.8460 -1.00 0.64 0.35
C 2.8111 3.0199 4.9689 0.17 -0.81 -0.13
C 1.3601 -1.3428 3.8294 1.08 -0.29 1.50
H 1.6433 1.3582 5.7402 0.07 0.09 0.29
H 1.5031 1.5870 4.0203 0.05 -0.06 -0.36
H 3.2716 3.3550 4.0395 -0.09 -0.10 -0.12
H 3.5886 3.0499 5.7322 -0.15 0.03 0.15
H 2.0034 3.7098 5.2131 0.06 0.02 0.07
H 1.1547 -0.5454 3.1152 -0.04 0.09 0.02
H 0.5635 -1.5730 4.5369 -0.16 0.47 -0.10
H 1.6139 -2.2869 3.3475 0.10 0.28 -0.07
O -0.5084 3.8311 -4.2599 0.83 -1.68 -1.54
S -0.2278 2.5179 -4.8723 -1.76 -0.10 1.42
O -0.6983 2.1528 -6.2126 1.63 1.06 1.90
O 1.3958 2.2161 -4.7404 -2.18 -0.30 -0.43
C 1.9899 2.3770 -3.4324 1.15 1.07 -0.36
C 2.8722 3.5922 -3.5376 0.38 1.48 0.81
C -0.9673 1.2612 -3.7301 1.43 0.38 -1.21
H 2.6863 1.5543 -3.2702 -0.64 -0.55 -0.07
H 1.3011 2.4791 -2.5938 -0.31 -0.35 -0.31
H 3.5106 3.7130 -2.6624 0.47 -0.62 0.15
H 2.3708 4.5564 -3.4529 -0.70 -0.13 -0.56
H 3.4954 3.6206 -4.4313 -0.07 -0.28 0.01
H -2.0100 1.0929 -3.9992 0.17 0.34 -0.03
H -0.7812 1.5131 -2.6860 -0.10 0.02 -0.01
H -0.3707 0.4017 -4.0359 -0.24 -0.37 0.36
O 0.8344 -5.7172 1.6472 -2.25 0.84 -2.18
S -0.2513 -5.3291 0.7118 -0.36 -1.33 0.45
O 0.0394 -4.8241 -0.6343 -0.02 -0.14 1.71
O -1.1258 -6.7490 0.4589 0.33 1.04 1.36
C -2.2585 -6.7068 -0.4442 0.92 -1.00 -2.43
C -2.8200 -8.1183 -0.8585 0.41 -0.01 1.72
C -1.5501 -4.2643 1.5328 0.32 -0.91 -0.87
H -1.7856 -6.3613 -1.3635 -0.40 0.55 -0.23
H -3.0730 -6.0314 -0.1824 0.14 0.00 0.55
H -3.4046 -8.5482 -0.0451 -0.59 0.31 -0.04
H -2.1017 -8.9294 -0.9776 0.72 0.56 -0.32
H -3.4041 -8.0792 -1.7779 -0.07 0.38 0.19
H -1.9867 -4.8645 2.3311 0.43 0.27 0.33
H -2.3637 -4.1382 0.8185 -0.23 -0.08 -0.56
H -1.2270 -3.2451 1.7448 0.65 -0.35 0.30
O -0.1971 -2.2819 -3.6351 -1.85 -0.57 -0.37
S -1.6465 -2.3427 -3.4576 0.94 -0.64 2.63
O -2.5406 -1.6617 -4.3465 0.25 -0.16 0.05
O -2.0900 -3.9327 -3.3619 0.76 1.43 -0.33
C -3.4657 -4.2181 -3.0252 -0.88 -0.31 -1.05
C -3.8592 -5.5038 -3.8080 1.01 0.17 0.89
C -1.9354 -1.8372 -1.7099 -0.16 -0.35 -0.80
H -4.1274 -3.4063 -3.3273 0.17 0.20 -0.29
H -3.5975 -4.2567 -1.9439 0.28 -0.49 0.17
H -3.1097 -6.2646 -3.5895 0.13 -0.10 0.14
H -3.7895 -5.3718 -4.8877 -0.36 0.32 0.09
H -4.8071 -5.9360 -3.4873 -0.16 0.38 -0.13
H -1.4709 -2.5187 -0.9972 0.25 -0.31 -0.49
H -3.0057 -1.8835 -1.5088 -0.17 0.19 -0.14
H -1.5114 -0.8549 -1.5014 -0.08 0.28 -0.33
O -6.4522 2.2603 -2.1612 3.70 0.50 1.06
S -5.0219 2.5173 -1.8193 -1.78 -0.32 0.48
O -4.3032 3.5663 -2.5141 -0.66 -0.85 0.62
O -5.0201 2.8165 -0.1801 -0.89 0.08 -1.52
C -3.8303 3.0342 0.5674 0.69 0.75 1.09
C -4.0736 4.1325 1.6451 0.16 -0.39 -0.94
C -3.9733 1.0250 -1.7723 -0.52 1.20 -0.03
H -3.0027 3.4092 -0.0347 -0.06 -0.32 -0.41
H -3.5044 2.1055 1.0357 -0.14 -0.09 -0.19
H -3.2671 4.1980 2.3754 0.07 -0.41 -0.10
H -5.0007 3.9877 2.1997 -0.07 0.14 -0.26
H -4.0148 5.0686 1.0898 -0.61 0.26 0.28
H -4.1533 0.4154 -2.6578 -0.06 -0.05 0.23
H -4.1832 0.5671 -0.8056 -0.25 -0.37 -0.41
H -2.9617 1.4289 -1.7333 0.09 -0.18 -0.01
O 1.7618 5.1675 -0.1443 -1.67 0.92 1.23
S 0.6203 5.6760 0.6444 -1.40 -1.61 -0.55
O 0.8435 6.5922 1.7628 -0.50 -0.89 -2.32
O -0.5320 6.2902 -0.4595 1.23 0.33 2.87
C -0.7640 5.5890 -1.6818 0.30 -0.52 -1.44
C -2.2045 5.8120 -2.2306 0.81 0.02 1.75
C -0.3969 4.2276 1.3356 0.92 0.98 0.23
H -0.6515 4.5157 -1.5284 0.06 -0.14 0.05
H 0.0478 5.9053 -2.3367 -0.26 -0.11 -0.39
H -2.7943 5.4691 -1.3805 -0.54 0.02 -0.15
H -2.4612 5.1669 -3.0709 0.42 0.23 0.02
H -2.4638 6.8602 -2.3789 0.23 -0.04 -0.27
H 0.1870 3.7496 2.1222 0.48 0.03 -0.30
H -0.6433 3.4491 0.6136 0.07 0.23 -0.27
H -1.2644 4.6222 1.8645 -0.01 0.43 -0.55
```
Positions in Å, forces in eV/Å.

=====

Question: Among the records above, which one has the highest net charge?
Answer: C6H12NO

=====

Question: The lowest max |F| belongs to which entry?
Answer: C4H5NO